No. 1
Below is C4H5N3O in the gas phase at a distorted geometry, with properties calculated with ωB97M-V/def2-TZVPD.

## Properties
LUMO energy = 0.0 eV
Largest force on an atom = 3.3 eV/A
HOMO energy = -0.3654 hartree

CARTESIAN COORDINATES (ANGSTROEM)
1 C 0.29 0.82 1.95
2 C -0.48 0.84 0.67
3 O -1.61 1.27 0.52
4 N 0.08 0.02 -0.40
5 C -0.56 -0.19 -1.54
6 C 0.12 -1.27 -2.12
7 N 1.14 -1.64 -1.27
8 N 1.19 -0.82 -0.25
9 H -0.19 1.52 2.71
10 H 1.40 1.03 1.84
11 H 0.41 -0.13 2.44
12 H -1.56 0.48 -1.61
13 H -0.22 -1.92 -2.95

No. 2
Below is C3H2N2O2 in the gas phase, with properties calculated with ωB97M-V/def2-TZVPD.

## Properties
LUMO energy = 0.0 eV
Largest force on an atom = 0.7 eV/A
HOMO energy = -0.4101 hartree

CARTESIAN COORDINATES (ANGSTROEM)
1 O 0.68 2.50 0.13
2 C 0.72 1.48 0.76
3 C 0.14 0.21 0.19
4 N 0.63 -0.56 -0.73
5 C -0.40 -1.44 -0.91
6 N -1.45 -1.23 -0.17
7 O -1.09 -0.13 0.58
8 H 1.15 1.42 1.78
9 H -0.38 -2.24 -1.63

No. 3
Below is a molecular structure, C18H12AuF3Sb2Se4 at a distorted geometry, with properties calculated with ωB97M-V/def2-TZVPD.

## Properties
LUMO energy = -1.8 eV
Largest force on an atom = 3.5 eV/A
HOMO energy = -0.2930 hartree

CARTESIAN COORDINATES (ANGSTROEM)
1 Au -2.44 2.37 0.63
2 Se -3.02 8.02 1.19
3 Sb -2.04 5.76 1.77
4 Se 0.31 5.01 1.60
5 Se -2.77 7.58 3.46
6 Se -3.92 4.14 1.11
7 F 1.73 -2.31 4.95
8 C 1.11 -1.76 3.87
9 C 1.94 -1.47 2.84
10 C 1.34 -0.95 1.67
11 C 0.03 -0.65 1.62
12 C -0.77 -0.81 2.79
13 C -0.26 -1.42 3.90
14 Sb -0.96 0.32 0.00
15 C 0.87 0.86 -1.06
16 C 1.34 2.19 -1.08
17 C 2.34 2.51 -1.97
18 C 2.90 1.57 -2.81
19 F 3.69 2.02 -3.81
20 C 2.58 0.25 -2.68
21 C 1.53 -0.07 -1.91
22 C -1.42 -1.52 -1.12
23 C -1.25 -1.68 -2.48
24 C -1.21 -2.95 -3.07
25 C -1.51 -4.07 -2.25
26 F -1.41 -5.31 -2.79
27 C -1.69 -3.91 -0.89
28 C -1.67 -2.62 -0.39
29 H 2.97 -1.82 2.81
30 H 1.95 -0.74 0.82
31 H -1.78 -0.52 2.79
32 H -0.77 -1.44 4.87
33 H 1.07 2.94 -0.36
34 H 2.76 3.52 -1.94
35 H 3.06 -0.53 -3.25
36 H 1.21 -1.15 -1.92
37 H -1.10 -0.94 -3.23
38 H -1.00 -3.12 -4.09
39 H -1.81 -4.82 -0.28
40 H -1.91 -2.47 0.66

No. 4
Below is 2 unconnected molecules or ions with the total composition ClHN6 at a distorted geometry, with properties calculated with ωB97M-V/def2-TZVPD.

## Properties
LUMO energy = -0.7 eV
Largest force on an atom = 5.6 eV/A
HOMO energy = -0.3718 hartree

CARTESIAN COORDINATES (ANGSTROEM)
1 N -0.02 0.50 0.99
2 N -3.20 -1.46 2.18
3 N 0.12 0.29 -0.10
4 N -3.20 -0.59 1.45
5 N -0.23 0.85 2.13
6 N -3.38 0.49 0.97
7 Cl -3.46 0.81 -0.71
8 H -0.77 0.34 2.67